#1
{"formula": "C2H3FO2S", "method": "ωB97M-V/def2-TZVPD", "symbols": ["C", "C", "O", "O", "F", "S", "H", "H", "H"], "positions_angstrom": [[-0.8960, 0.7361, 0.6684], [0.4542, -1.0797, -0.8733], [0.9135, 1.3346, -1.0440], [1.5995, 0.2433, 1.0000], [0.2224, -1.9883, 0.0746], [0.6490, 0.4411, 0.0054], [-1.7403, 1.0980, 0.1247], [-0.7807, 0.2319, 1.5731], [-0.4217, -1.0170, -1.5290]], "molar_mass_da": 110.11, "gap_ev": [9.4, 8.4], "spin_multiplicity": 1, "homo_ev": [-11.09, -10.61]}


#2
{"formula": "C2H3FO2S", "method": "ωB97M-V/def2-TZVPD", "symbols": ["C", "C", "O", "O", "F", "S", "H", "H", "H"], "positions_angstrom": [[-0.9509, -0.4253, -0.8496], [0.5453, 0.4325, 1.6398], [1.1906, 0.6068, -1.9799], [-0.3479, 1.2731, 1.8699], [0.3444, -0.8921, 1.5410], [0.6740, -0.7130, -1.5237], [-1.5295, -1.3211, -0.7717], [-1.5764, 0.2931, -1.4851], [1.6505, 0.7461, 1.5593]], "molar_mass_da": 110.11, "gap_ev": [8.5, 8.5], "spin_multiplicity": 1, "homo_ev": [-9.79, -9.64]}


Tell me which of them is the most stable. Sure, it is #2.


#1
{"formula": "H3N4O2", "method": "ωB97M-V/def2-TZVPD", "symbols": ["N", "N", "N", "N", "O", "O", "H", "H", "H"], "positions_angstrom": [[0.7150, -0.9523, 0.1225], [-1.9181, 0.1127, -0.2253], [-0.4863, -0.7343, 0.6874], [1.5540, 0.0441, -0.0621], [1.2938, 1.2091, 0.3561], [2.6018, -0.2155, -0.7081], [-1.4917, 1.0736, -0.4655], [-1.9440, -0.5059, -1.1369], [-0.3245, -0.0314, 1.4318]], "molar_mass_da": 91.05, "gap_ev": [8.4, 8.4], "spin_multiplicity": 1, "charge": -1, "homo_ev": [-3.96, -3.96]}


#2
{"formula": "H3N4O2", "method": "ωB97M-V/def2-TZVPD", "symbols": ["N", "N", "N", "N", "O", "O", "H", "H", "H"], "positions_angstrom": [[-0.9467, 1.3273, -0.3599], [0.8039, 0.1401, -0.9904], [1.5830, -0.9441, -0.7721], [-0.2170, 0.3265, -0.0370], [-0.3576, -0.4163, 0.9385], [-1.9112, 1.5592, 0.6796], [1.9466, -1.0736, 0.2683], [1.1699, -1.7789, -1.0763], [-2.0711, 0.8597, 1.3492]], "molar_mass_da": 91.05, "gap_ev": 7.0, "spin_multiplicity": 1, "charge": -1, "homo_ev": -2.47}


Tell me which of them is the most stable. Sure, it is #2.


#1
{"formula": "C3H5NOS2", "method": "ωB97M-V/def2-TZVPD", "symbols": ["C", "C", "C", "H", "H", "H", "H", "H", "N", "O", "S", "S"], "positions_angstrom": [[-1.9374, -1.0931, 0.0431], [0.1889, 0.3800, -0.1115], [0.9947, 1.7284, 0.0726], [-1.3017, -1.7294, -0.6268], [-2.9187, -1.3355, -0.3604], [-1.6559, -1.2999, 1.2038], [0.2904, 2.6161, 0.3159], [2.6743, 0.1656, 0.5092], [0.6395, -0.7833, -0.2091], [2.2504, 1.7547, -0.2580], [-1.5357, 0.7071, -0.3453], [2.3113, -1.1107, -0.2335]], "molar_mass_da": 135.21, "gap_ev": 7.5, "spin_multiplicity": 1, "homo_ev": -8.53}


#2
{"formula": "C3H5NOS2", "method": "ωB97M-V/def2-TZVPD", "symbols": ["C", "C", "C", "H", "H", "H", "H", "H", "N", "O", "S", "S"], "positions_angstrom": [[-0.1334, -0.2120, -0.1079], [2.3891, 0.2706, -0.2034], [1.4040, 1.4468, 0.2553], [-3.5836, -0.7710, -0.0721], [3.4545, 0.1541, 0.2345], [2.5297, 0.2719, -1.2352], [1.3703, 1.4402, 1.4203], [1.7729, 2.4835, 0.0022], [-1.2592, -0.8355, -0.1765], [0.1464, 1.1169, -0.2828], [-2.5868, 0.2248, 0.0815], [1.3456, -1.2059, 0.1362]], "molar_mass_da": 135.21, "gap_ev": 8.8, "spin_multiplicity": 1, "homo_ev": -8.19}


Tell me which of them is the most stable. Sure, it is #2.


#1
{"formula": "C3H5NOS2", "method": "ωB97M-V/def2-TZVPD", "symbols": ["C", "C", "C", "H", "H", "H", "H", "H", "N", "O", "S", "S"], "positions_angstrom": [[0.8507, 1.9816, 0.8988], [0.5586, -0.5732, -0.0725], [-0.2217, -1.7526, -0.6158], [1.7452, 1.8360, 0.3199], [0.4639, 2.9756, 0.7245], [1.0398, 1.6564, 1.9573], [0.3313, -2.6510, -0.7080], [-2.9773, -0.9951, -1.1843], [-1.4338, -1.8477, -1.0065], [-2.1279, -0.7032, -0.9174], [-0.3629, 0.8616, 0.1978], [2.1340, -0.7885, 0.4062]], "molar_mass_da": 135.21, "gap_ev": 8.1, "spin_multiplicity": 1, "homo_ev": -8.79}


#2
{"formula": "C3H5NOS2", "method": "ωB97M-V/def2-TZVPD", "symbols": ["C", "C", "C", "H", "H", "H", "H", "H", "N", "O", "S", "S"], "positions_angstrom": [[-0.9840, 1.9890, 0.0470], [-1.0845, 0.4314, 0.0022], [1.2151, 0.3965, 0.1633], [-2.0627, 2.4994, -0.5226], [-0.0206, 2.3570, -0.6634], [-0.6613, 2.2168, 1.0832], [-0.7438, -1.7689, -0.4956], [1.1528, 1.4560, 0.5358], [0.0487, -0.2979, 0.3267], [0.1311, -1.5628, 0.2265], [-2.4419, -0.5068, -0.1469], [2.8210, -0.0603, -0.1850]], "molar_mass_da": 135.21, "gap_ev": 7.8, "spin_multiplicity": 1, "homo_ev": -8.93}


Tell me which of them is the most stable. Sure, it is #1.


#1
{"formula": "C3H5NOS2", "method": "ωB97M-V/def2-TZVPD", "symbols": ["C", "C", "C", "H", "H", "H", "H", "H", "N", "O", "S", "S"], "positions_angstrom": [[0.0688, -0.5285, -0.0613], [-2.2123, 0.6922, -0.1904], [-2.2405, -0.8043, 0.2807], [2.0556, 1.3927, 0.3821], [-2.8413, 1.3552, 0.4153], [-2.4469, 0.8370, -1.2707], [-2.3126, -0.8556, 1.3545], [-3.1040, -1.3653, -0.1368], [1.2333, -0.9495, 0.0142], [-0.9913, -1.3448, -0.2031], [2.5978, 0.0417, -0.0039], [-0.4572, 1.2011, 0.0419]], "molar_mass_da": 135.21, "gap_ev": 9.1, "spin_multiplicity": 1, "homo_ev": -8.52}


#2
{"formula": "C3H5NOS2", "method": "ωB97M-V/def2-TZVPD", "symbols": ["C", "C", "C", "H", "H", "H", "H", "H", "N", "O", "S", "S"], "positions_angstrom": [[0.9329, 1.6769, 0.0399], [0.3428, 0.3160, -0.2294], [-2.1182, -0.6511, 0.2696], [1.8912, 1.6545, 0.4806], [0.9257, 2.1542, -0.9527], [0.2174, 2.2971, 0.5877], [-1.5284, -0.6938, 1.2356], [1.9410, -2.7076, 0.0228], [1.0578, -0.7301, -0.0103], [-3.1607, -1.2619, 0.0075], [-1.2362, 0.2354, -0.9861], [0.7347, -2.2897, -0.4653]], "molar_mass_da": 135.21, "gap_ev": 9.5, "spin_multiplicity": 1, "homo_ev": -9.18}


Tell me which of them is the most stable. Sure, it is #1.


#1
{"formula": "C2H3Cl", "method": "ωB97M-V/def2-TZVPD", "symbols": ["C", "C", "Cl", "H", "H", "H"], "positions_angstrom": [[-0.0166, -0.0169, 0.2037], [-0.1006, 0.0241, -1.0572], [-1.6436, 2.8561, -1.5198], [0.2047, -1.0010, 0.8384], [-0.0382, 1.0129, 0.6909], [-0.3889, 0.7610, -1.7016]], "molar_mass_da": 62.50, "gap_ev": [10.3, 5.4], "spin_multiplicity": 1, "homo_ev": [-11.27, -9.34]}


#2
{"formula": "C2H3Cl", "method": "ωB97M-V/def2-TZVPD", "symbols": ["C", "C", "Cl", "H", "H", "H"], "positions_angstrom": [[0.7913, 0.6733, 0.5351], [-1.4104, -1.1797, -0.7675], [-0.4669, -1.0295, 0.5780], [1.2773, 0.7650, -0.4121], [1.5444, 0.8603, 1.3076], [-1.7357, -0.0893, -1.2410]], "molar_mass_da": 62.50, "gap_ev": [5.9, 6.0], "spin_multiplicity": 1, "homo_ev": [-7.73, -7.68]}


Tell me which of them is the most stable. Sure, it is #1.